Entry 1:
{
  "formula": "C43H47CsN7O2PS4",
  "method": "ωB97M-V with the def2-TZVPD basis set",
  "charge": -2,
  "e_lumo_ev": 3.28,
  "gap_ev": 4.684,
  "e_tot_ev": -113059.5832,
  "relative_energy_ev": 0.7982,
  "species": ["Cs", "C", "S", "C", "S", "N", "N", "C", "C", "C", "C", "C", "C", "N", "H", "H", "H", "H", "H", "H", "H", "H", "C", "C", "N", "C", "C", "C", "S", "N", "C", "O", "C", "C", "C", "C", "C", "C", "H", "H", "H", "H", "H", "H", "H", "H", "H", "H", "H", "H", "H", "H", "H", "C", "C", "C", "C", "C", "C", "C", "C", "C", "C", "H", "H", "H", "H", "H", "H", "H", "C", "P", "C", "C", "O", "H", "H", "H", "H", "H", "H", "H", "H", "H", "S", "C", "C", "C", "N", "C", "C", "C", "C", "C", "N", "C", "C", "H", "H", "H", "H", "H", "H", "H", "H"],
  "coordinates": [[-0.62062, -0.17260, -0.23669], [-0.58076, -4.35946, -4.95475], [0.57818, -4.81802, -3.66193], [-0.06812, -3.93487, -2.23196], [-1.42802, -2.93108, -2.32096], [0.70363, -4.22972, -1.22249], [0.49423, -3.46783, -0.09583], [0.61681, -4.06918, 1.01425], [0.61244, -3.31860, 2.29546], [0.66473, -4.02255, 3.49624], [0.65526, -3.31829, 4.68783], [0.61579, -1.93496, 4.64965], [0.60186, -1.31416, 3.40493], [0.59494, -1.98528, 2.26016], [-0.12090, -4.67838, -5.88997], [-0.74213, -3.28281, -4.95940], [-1.54475, -4.85043, -4.82921], [0.74256, -5.15532, 1.05678], [0.70262, -5.10455, 3.48207], [0.68481, -3.84425, 5.63550], [0.58558, -1.34341, 5.55290], [0.58895, -0.23140, 3.31734], [5.67514, 2.00342, 4.90288], [4.37165, 1.23134, 4.74456], [3.20144, 2.07178, 4.87541], [2.72528, 2.30168, 6.22993], [1.83246, 1.19402, 6.77305], [2.45190, 2.44507, 3.78598], [3.16020, 2.40802, 2.24042], [1.24972, 2.93009, 4.10627], [0.15042, 2.79271, 3.37787], [-0.05225, 2.02048, 2.43158], [-0.99548, 3.68600, 3.83000], [-0.92110, 4.46055, 4.98488], [-1.98736, 5.26050, 5.36586], [-3.14339, 5.29630, 4.59343], [-3.22685, 4.52269, 3.44544], [-2.15682, 3.72170, 3.07106], [6.53371, 1.33203, 4.83116], [5.72430, 2.51202, 5.86801], [5.74559, 2.74919, 4.11132], [4.30173, 0.43823, 5.49690], [4.33905, 0.76447, 3.76118], [2.18196, 3.24345, 6.23975], [3.61012, 2.41749, 6.86637], [0.94462, 1.10419, 6.14815], [1.51762, 1.42134, 7.79373], [2.34941, 0.23222, 6.78693], [-0.01379, 4.42222, 5.57250], [-1.92032, 5.85599, 6.26887], [-3.98182, 5.91332, 4.89480], [-4.13310, 4.51233, 2.85400], [-2.22252, 3.08017, 2.20328], [-6.23304, 1.32239, 3.58433], [-4.82746, 1.18923, 3.66215], [-4.12614, 0.75582, 2.57046], [-4.74614, 0.41769, 1.33510], [-3.92152, -0.03443, 0.23461], [-4.67851, -0.36854, -0.88195], [-6.08966, -0.27388, -0.96474], [-6.83161, 0.17896, 0.09076], [-6.16597, 0.53864, 1.28712], [-6.88013, 1.00354, 2.42346], [-6.79270, 1.67486, 4.44420], [-4.30920, 1.44117, 4.57968], [-3.04680, 0.65252, 2.61421], [-4.17326, -0.74126, -1.77303], [-6.59680, -0.56617, -1.88160], [-7.91384, 0.25689, 0.03503], [-7.96077, 1.09610, 2.35681], [0.11594, 4.21573, -2.96167], [-0.36378, 3.18772, -1.55385], [0.86379, 3.49642, -0.29397], [-1.88868, 3.90655, -0.93315], [-0.52968, 1.75624, -1.94963], [0.21268, 5.26519, -2.68290], [-0.63303, 4.10826, -3.74613], [1.06919, 3.85262, -3.34694], [0.92067, 4.57013, -0.10459], [1.84159, 3.12924, -0.60624], [0.60170, 2.98214, 0.63544], [-1.80112, 4.98505, -0.79868], [-2.12364, 3.44296, 0.02533], [-2.69815, 3.67332, -1.62433], [5.62001, -0.93862, -5.50971], [4.41466, -0.56775, -4.24442], [3.62208, -1.57420, -3.71931], [2.66982, -1.23241, -2.76631], [2.48437, 0.01413, -2.34394], [3.26122, 0.96837, -2.83963], [4.24593, 0.73195, -3.78911], [4.59604, -0.72222, -6.95772], [4.47062, 0.51974, -7.56301], [3.67198, 0.63131, -8.69190], [3.01653, -0.39183, -9.23528], [3.13854, -1.57663, -8.64264], [3.91353, -1.79443, -7.51059], [3.73029, -2.60138, -4.03858], [2.02366, -1.99386, -2.34019], [3.09212, 1.97154, -2.46468], [4.86570, 1.53715, -4.16016], [4.98285, 1.38302, -7.16129], [3.55594, 1.59247, -9.18044], [2.58868, -2.39844, -9.08680], [3.97370, -2.77715, -7.06425]],
  "forces_ev_per_a": [[-0.076, -1.288, 1.082], [-0.040, 0.033, -0.073], [-0.060, 0.026, -0.095], [0.029, 0.151, 0.036], [0.149, -0.188, -0.108], [-0.139, -0.023, 0.338], [0.143, 0.152, -0.283], [0.024, 0.101, 0.251], [0.030, -0.237, -0.300], [-0.041, -0.012, 0.056], [0.036, -0.031, 0.039], [-0.019, -0.004, -0.040], [-0.055, -0.024, 0.016], [0.009, 0.117, -0.066], [-0.006, -0.027, -0.087], [0.045, -0.051, 0.001], [0.030, 0.000, 0.029], [0.082, 0.042, 0.029], [-0.020, -0.011, 0.007], [-0.026, 0.005, -0.007], [0.053, 0.031, 0.040], [-0.017, 0.048, -0.004], [0.005, 0.000, -0.041], [0.164, 0.052, -0.031], [-0.190, -0.148, 0.095], [0.057, -0.032, -0.052], [-0.028, -0.022, -0.031], [0.174, 0.068, -0.149], [-0.061, -0.061, 0.025], [0.172, 0.044, 0.446], [-0.209, 0.234, -0.234], [-0.104, -0.140, -0.056], [0.074, -0.063, -0.006], [0.048, 0.034, -0.017], [-0.019, 0.007, -0.037], [0.000, 0.009, 0.020], [0.020, -0.029, 0.001], [-0.074, -0.059, 0.002], [0.018, -0.015, -0.005], [-0.003, 0.018, 0.029], [0.000, 0.001, -0.011], [0.030, -0.005, 0.036], [0.010, 0.013, 0.048], [-0.016, 0.024, -0.007], [-0.030, -0.021, -0.006], [-0.025, 0.006, -0.012], [-0.014, 0.006, 0.032], [0.012, -0.009, -0.027], [0.008, -0.005, 0.000], [-0.001, 0.007, 0.016], [-0.002, 0.007, 0.006], [-0.028, 0.002, -0.011], [-0.003, -0.039, -0.003], [0.054, 0.001, 0.011], [-0.064, 0.029, 0.000], [0.074, 0.002, -0.032], [0.161, -0.023, 0.087], [-0.309, 0.179, 0.114], [0.098, -0.004, -0.059], [0.021, -0.016, -0.012], [0.001, 0.022, 0.060], [-0.092, -0.002, -0.068], [0.040, -0.019, -0.012], [-0.011, 0.003, 0.014], [0.015, 0.020, 0.027], [0.016, 0.006, 0.003], [0.018, -0.008, -0.041], [0.018, -0.008, -0.035], [-0.009, 0.004, -0.006], [-0.025, -0.003, -0.011], [0.016, 0.057, -0.087], [-0.123, -0.314, -0.218], [0.004, 0.031, -0.022], [-0.087, 0.036, 0.054], [0.182, 1.362, -0.802], [0.004, 0.027, 0.000], [-0.020, 0.015, -0.004], [0.016, -0.003, 0.005], [0.071, 0.005, 0.084], [-0.012, 0.009, -0.008], [0.018, 0.005, -0.030], [-0.012, 0.026, 0.024], [-0.007, -0.029, -0.016], [-0.002, 0.017, -0.025], [0.119, 0.001, -0.028], [-0.096, -0.013, -0.062], [0.020, -0.018, -0.002], [-0.126, -0.026, 0.005], [-0.087, 0.000, 0.211], [0.072, -0.112, -0.098], [-0.003, 0.052, 0.025], [-0.009, 0.004, 0.104], [-0.022, 0.019, -0.066], [0.042, -0.069, 0.072], [-0.036, 0.018, -0.059], [0.075, 0.036, 0.092], [-0.054, -0.013, -0.067], [-0.032, -0.019, -0.008], [-0.001, -0.019, 0.012], [-0.001, 0.028, 0.027], [-0.008, 0.006, -0.026], [0.005, 0.005, 0.013], [-0.013, 0.001, -0.019], [-0.012, 0.005, -0.020], [-0.003, -0.008, 0.017]]
}

---

Entry 2:
{
  "formula": "C43H47GaN4OPS",
  "method": "ωB97M-V with the def2-TZVPD basis set",
  "charge": 1,
  "e_lumo_ev": -2.32,
  "gap_ev": 7.843,
  "e_tot_ev": -125858.7389,
  "species": ["Ga", "C", "N", "C", "C", "C", "C", "C", "N", "C", "C", "C", "C", "C", "C", "H", "H", "H", "H", "H", "H", "H", "H", "H", "H", "H", "C", "C", "C", "C", "C", "C", "P", "C", "C", "C", "C", "C", "C", "C", "C", "C", "C", "C", "C", "C", "C", "C", "C", "H", "H", "H", "H", "H", "H", "H", "H", "H", "H", "H", "H", "H", "H", "H", "H", "C", "C", "C", "O", "C", "H", "H", "H", "H", "H", "H", "H", "H", "C", "N", "C", "C", "S", "N", "C", "C", "H", "H", "H", "H", "H", "H", "H", "H", "H", "H", "H", "H"],
  "coordinates": [[0.01892, 0.01799, -0.15321], [2.40473, -1.57308, 0.95088], [1.45052, -0.46782, 1.10071], [1.33163, 0.17900, 2.22439], [0.28268, 1.10936, 2.35189], [-0.14204, 1.96280, 3.36896], [-1.29988, 2.58257, 2.89771], [-1.54600, 2.06906, 1.62236], [-0.59414, 1.18438, 1.28692], [2.57051, -2.40189, 2.20109], [1.45632, -2.90748, 2.87042], [1.62172, -3.67188, 4.01350], [2.89546, -3.95106, 4.49554], [4.00475, -3.45527, 3.83119], [3.83947, -2.67814, 2.69085], [3.37417, -1.18018, 0.63747], [2.04014, -2.19099, 0.12776], [2.00316, -0.02489, 3.05413], [0.34573, 2.11657, 4.31813], [-1.90494, 3.31017, 3.41205], [-2.36565, 2.29253, 0.95715], [0.45792, -2.68167, 2.50542], [0.75426, -4.05121, 4.53744], [3.01935, -4.54879, 5.38852], [4.99923, -3.66402, 4.20203], [4.70908, -2.28122, 2.17975], [-3.77336, 4.22411, -1.29306], [-2.53362, 4.83081, -1.41798], [-1.40159, 4.06563, -1.66702], [-1.51277, 2.68648, -1.79978], [-2.76442, 2.07804, -1.67467], [-3.88876, 2.84529, -1.42273], [-0.08328, 1.58707, -1.97941], [1.32122, 2.58723, -2.50964], [1.89723, 3.40488, -1.53566], [3.00071, 4.18529, -1.84130], [3.54767, 4.14120, -3.11702], [2.99086, 3.31438, -4.08163], [1.88078, 2.53626, -3.78174], [-0.58270, 0.37627, -3.21816], [-0.85812, 0.72927, -4.51449], [-1.24960, -0.24034, -5.45703], [-1.36465, -1.54553, -5.07503], [-1.13381, -1.94148, -3.73540], [-1.27253, -3.29480, -3.33924], [-1.07619, -3.66051, -2.04133], [-0.75441, -2.68533, -1.07048], [-0.60167, -1.36343, -1.40065], [-0.76311, -0.97266, -2.76915], [-4.65227, 4.82379, -1.09869], [-2.44286, 5.90454, -1.32337], [-0.43904, 4.55059, -1.76484], [-2.86177, 1.00248, -1.77696], [-4.85526, 2.36834, -1.33062], [1.48577, 3.42602, -0.53127], [3.43731, 4.82029, -1.08226], [4.41131, 4.74698, -3.35640], [3.42162, 3.27064, -5.07297], [1.46938, 1.88188, -4.53692], [-0.78923, 1.76624, -4.82085], [-1.45534, 0.05454, -6.47681], [-1.65421, -2.30173, -5.79442], [-1.54176, -4.03020, -4.08758], [-1.18188, -4.69643, -1.74544], [-0.65645, -2.99302, -0.03681], [3.95061, -1.77119, -2.55921], [4.67944, -0.65361, -1.78514], [3.59031, 0.40003, -1.54559], [2.34083, -0.26447, -1.76087], [2.57215, -1.17920, -2.83582], [3.85876, -2.66743, -1.94587], [4.46224, -2.05024, -3.47842], [5.50854, -0.23121, -2.35008], [5.08704, -1.03200, -0.84834], [3.68564, 1.22713, -2.25503], [3.57640, 0.81141, -0.53623], [2.55413, -0.63112, -3.78640], [1.76726, -1.91106, -2.83410], [-1.99658, -4.61500, 4.49110], [-2.33357, -3.86570, 3.28844], [-2.12428, -4.59185, 2.04876], [-2.50943, -2.52137, 3.28701], [-2.21642, -1.57698, 1.92450], [-2.94651, -1.97058, 4.45155], [-2.87913, -0.52913, 4.63531], [-3.99042, -2.61469, 5.24408], [-1.12774, -5.24037, 4.27758], [-2.81014, -5.26749, 4.81457], [-1.74631, -3.93370, 5.30021], [-2.48407, -5.61244, 2.18170], [-1.06198, -4.62746, 1.78433], [-2.67095, -4.11383, 1.24126], [-1.93723, -0.14331, 4.25575], [-2.95419, -0.32329, 5.70329], [-3.69230, -0.01856, 4.11190], [-4.30612, -3.54366, 4.77944], [-4.85610, -1.95042, 5.28756], [-3.65978, -2.81704, 6.26441]],
  "forces_ev_per_a": [[0.026, 0.086, -0.073], [-0.002, 0.010, 0.000], [-0.011, -0.033, 0.028], [0.037, -0.007, -0.005], [-0.040, -0.056, 0.012], [0.024, 0.065, -0.030], [-0.009, -0.046, -0.006], [-0.009, 0.031, 0.008], [0.009, -0.010, 0.010], [-0.007, -0.017, -0.018], [0.015, 0.006, 0.000], [0.007, -0.005, 0.011], [0.003, 0.007, -0.007], [-0.009, 0.001, -0.005], [-0.004, 0.007, 0.013], [-0.014, -0.007, 0.027], [-0.005, 0.010, 0.017], [-0.010, -0.003, 0.006], [0.011, -0.003, 0.012], [-0.010, 0.005, 0.006], [0.009, -0.002, 0.016], [-0.010, 0.012, 0.002], [0.020, 0.013, -0.001], [0.002, -0.005, 0.009], [0.008, -0.001, 0.002], [0.008, 0.002, -0.005], [-0.003, -0.003, 0.011], [0.010, 0.002, 0.001], [0.021, 0.008, -0.012], [-0.041, -0.051, 0.041], [0.014, 0.011, -0.025], [-0.004, 0.011, -0.024], [0.019, 0.031, -0.053], [0.029, -0.023, 0.025], [-0.001, 0.001, 0.011], [-0.007, -0.010, -0.007], [-0.006, 0.002, 0.004], [0.003, -0.002, 0.004], [-0.016, 0.013, 0.005], [-0.017, -0.002, 0.028], [0.008, -0.002, -0.013], [0.000, 0.014, -0.002], [0.003, -0.009, 0.017], [0.007, 0.010, 0.007], [-0.005, 0.000, -0.011], [-0.003, -0.005, 0.005], [-0.016, -0.001, -0.030], [-0.014, -0.017, -0.045], [0.016, 0.009, 0.058], [-0.006, 0.007, 0.001], [0.001, 0.007, -0.001], [-0.017, 0.003, -0.005], [-0.004, -0.012, -0.008], [-0.007, -0.005, 0.001], [-0.003, -0.005, 0.001], [0.006, 0.007, 0.004], [0.004, 0.002, -0.003], [0.005, 0.003, -0.009], [-0.021, -0.015, -0.013], [0.015, 0.008, -0.011], [-0.001, 0.004, -0.006], [-0.003, -0.010, -0.006], [-0.003, -0.003, -0.003], [-0.001, -0.004, 0.002], [0.005, 0.003, 0.014], [0.000, -0.007, 0.004], [0.006, -0.007, 0.013], [-0.001, 0.012, -0.006], [-0.008, 0.003, -0.021], [-0.002, 0.000, -0.011], [-0.004, 0.000, 0.000], [0.004, -0.002, 0.001], [-0.006, 0.002, -0.013], [0.008, 0.008, -0.002], [0.012, 0.002, 0.009], [0.001, 0.001, 0.009], [0.000, -0.005, 0.006], [-0.013, -0.002, -0.006], [-0.021, 0.000, 0.020], [-0.019, -0.010, -0.014], [0.002, -0.005, -0.005], [0.012, 0.019, -0.001], [0.038, -0.021, 0.042], [-0.001, 0.009, -0.014], [0.000, 0.008, -0.003], [0.004, -0.015, 0.009], [-0.020, -0.005, 0.006], [-0.004, 0.000, -0.003], [0.003, 0.002, 0.003], [0.001, 0.003, 0.002], [0.001, 0.001, -0.008], [-0.006, -0.006, -0.002], [-0.003, -0.001, 0.002], [0.002, 0.000, 0.001], [-0.001, -0.001, 0.000], [0.005, -0.010, -0.005], [0.004, -0.006, 0.003], [0.000, -0.004, 0.001]]
}